DFT (wB97M-V/def2-TZVPD) results for a molecular structure, C25H23AuN6OS.

expectation value of S² = 2.035
energy relative to the best compared isomer or geometry (same formula, charge and spin) = 12.0 kcal per mole
HOMO-LUMO gap (spin up / spin down) = 0.32678 / 0.18827 Ha
charge = +2
electronic energy = -1903.5221 Ha
spin multiplicity = 3

Each line ends with the Löwdin charge.
Cartesian coordinates (Å):
Au -2.73 1.85 -1.04  0.60
S -4.45 1.08 0.29  0.73
C -4.68 2.06 1.70  -0.73
C -4.57 1.23 2.87  -0.07
C -4.55 1.88 4.12  -0.02
C -4.84 3.24 4.14  -0.02
C -5.08 3.87 2.94  -0.11
N -4.97 3.34 1.73  0.08
H -4.63 0.19 2.68  0.08
H -4.44 1.35 5.05  0.12
H -4.92 3.83 5.05  0.13
H -5.37 4.89 3.03  0.11
N -0.53 3.34 -4.17  0.15
C -1.42 2.45 -3.60  -0.13
N -1.32 2.42 -2.28  -0.16
C -0.19 3.25 -1.91  -0.19
C 0.70 3.24 -0.82  -0.02
C 1.97 3.85 -1.02  -0.07
C 2.31 4.61 -2.14  -0.07
C 1.43 4.67 -3.19  -0.02
C 0.33 3.84 -3.14  -0.15
H -0.48 3.54 -5.16  0.17
H -2.12 1.84 -4.12  0.13
H 0.42 2.73 0.07  0.09
H 2.74 3.65 -0.26  0.11
H 3.20 5.26 -2.15  0.13
H 1.74 5.19 -4.09  0.12
C 2.76 -3.62 -4.77  0.00
C 2.27 -3.56 -3.32  -0.18
C 1.84 -4.73 -2.68  0.01
C 1.47 -4.72 -1.35  0.07
C 1.40 -3.51 -0.62  -0.15
N 1.02 -3.40 0.66  0.20
C 0.99 -4.37 1.62  -0.48
O 1.12 -5.55 1.37  0.14
N 0.82 -3.77 2.83  0.16
C 1.07 -2.43 3.24  -0.21
C 1.98 -1.55 2.67  -0.03
C 1.81 -0.20 2.88  -0.04
C 0.89 0.22 3.81  -0.14
N 0.23 -0.62 4.58  0.09
C 0.16 -1.88 4.16  -0.05
C 1.76 -2.31 -1.28  0.04
C 2.21 -2.35 -2.58  0.01
H 1.97 -3.76 -5.48  0.09
H 3.44 -4.40 -5.01  0.09
H 3.23 -2.63 -5.03  0.11
H 1.77 -5.63 -3.32  0.15
H 1.17 -5.66 -0.89  0.13
H 0.88 -2.44 0.89  0.13
H 0.71 -4.46 3.59  0.19
H 2.83 -1.91 2.13  0.13
H 2.40 0.56 2.47  0.10
H 0.74 1.25 4.08  0.11
H -0.53 -2.46 4.73  0.11
H 1.46 -1.37 -0.87  0.12
H 2.59 -1.43 -3.07  0.14